# 1
# C10H12N2O2

A single C10H12N2O2 molecule at a distorted geometry (ωB97M-V/def2-TZVPD, OMol25).

Geometry (Å):
H1 3.599 1.819 -0.039
H2 2.678 2.246 1.682
H3 -2.539 -2.659 -0.103
H4 -2.138 0.817 -2.309
C1 -1.945 -1.774 0.052
H5 -2.467 2.232 -1.238
H6 -3.397 -0.534 -0.811
H7 3.677 0.697 1.505
C2 -1.865 1.486 -1.565
N1 0.098 -0.820 0.834
H8 -1.025 2.038 -1.895
C3 1.861 0.621 0.536
H9 1.918 -1.086 1.857
C4 3.092 1.446 0.952
O1 -2.020 0.712 2.061
H10 -2.257 2.329 0.874
H11 -0.453 -2.552 1.546
H12 0.223 -2.659 -0.111
C5 1.405 -0.539 1.095
C6 -1.958 1.248 1.007
O2 0.947 2.287 -0.888
C7 -1.560 0.602 -0.392
N2 -0.138 0.288 -0.405
C8 -0.542 -2.121 0.477
C9 -2.421 -0.586 -0.333
C10 0.911 1.188 -0.383

Values from the calculation:
SMILES string = Cc1cn2n(c1=O)[C@](C)(C=O)C=CC2
HOMO-LUMO gap = 9.15 eV
multiplicity = 1
net charge = 0
energy relative to the best compared isomer or geometry (same formula, charge and spin) = 3.852 eV
E_LUMO = 0.0262 hartree
HOMO = -8.4 eV


# 2
# C44H31F13N3O6PSn

A molecular structure, C44H31F13N3O6PSn (ωB97M-V/def2-TZVPD, OMol25).

Geometry (Å):
C1 3.355 -3.582 -5.865
C2 -1.365 5.175 -1.480
C3 2.091 -4.063 -5.546
N1 0.021 1.877 -0.535
C4 2.950 1.943 -0.021
F1 1.687 3.812 0.832
O1 2.393 1.167 0.944
C5 3.024 -4.586 1.020
C6 -1.079 -2.446 2.587
H1 -3.215 7.147 0.115
F2 1.207 -6.628 3.803
F3 -3.599 1.476 3.229
C7 2.582 -2.400 0.117
O2 -1.331 1.484 1.926
H2 -0.885 -3.471 -0.649
C8 -3.420 2.410 2.283
H3 -2.563 -3.316 3.922
C9 -1.223 -1.726 -3.532
C10 0.928 1.762 -1.596
H4 2.140 -6.234 -0.042
H5 1.101 -4.803 -1.760
C11 -2.696 -3.286 -1.783
C12 2.606 1.499 -3.861
C13 -3.100 0.751 0.410
H6 -4.370 -2.882 -3.062
H7 0.356 4.042 -1.990
H8 -3.276 -3.873 -1.079
H9 3.761 -2.756 1.872
C14 -2.312 -5.683 1.827
O3 -3.402 -5.503 1.315
C15 -2.395 1.928 1.191
H10 0.778 1.349 -4.986
H11 4.203 1.672 -2.496
C16 -0.395 -7.270 2.161
C17 -2.229 -3.444 2.892
C18 3.525 1.430 -5.058
H12 -3.211 7.090 -1.649
H13 -1.069 6.008 -2.115
H14 -3.054 -3.302 2.203
H15 -0.645 -1.106 -4.211
C19 1.955 -2.538 -3.669
H16 -4.463 6.236 -0.737
H17 4.906 -2.196 -5.330
F4 -4.665 2.724 1.829
Sn1 0.300 0.320 1.135
C20 -0.534 -5.155 3.337
C21 3.181 -3.210 1.078
H18 -3.049 -1.479 -4.626
C22 1.396 -3.546 -4.457
H19 -3.711 4.281 0.707
O4 -0.515 -1.951 3.587
O5 0.112 -8.334 1.853
C23 3.922 -2.581 -5.088
P1 1.156 -1.792 -2.166
H20 -1.971 -7.440 0.874
F5 4.977 1.464 1.211
C24 3.224 -2.064 -4.003
C25 2.328 1.767 -1.437
F6 4.641 0.329 -0.592
H21 -0.131 -4.408 4.013
H22 4.308 0.679 -4.924
H23 2.969 1.180 -5.964
C26 0.091 -6.316 3.127
F7 5.284 2.410 -0.711
F8 -2.947 3.509 2.909
H24 2.702 -1.320 0.172
C27 3.126 1.637 -2.580
F9 -2.274 0.184 -0.489
N2 -1.708 -4.815 2.709
H25 3.482 -5.220 1.771
O6 -0.846 -2.275 1.360
C28 -1.340 -3.073 -1.546
F10 3.774 3.778 1.360
F11 -4.191 1.173 -0.277
H26 1.641 -4.848 -6.146
C29 -0.559 4.059 -1.413
C30 -0.848 2.942 -0.585
F12 3.186 4.285 -0.672
H27 4.020 2.392 -5.220
C31 1.822 -2.961 -0.906
H28 3.889 -3.980 -6.722
C32 4.475 1.549 -0.029
C33 -0.588 -2.299 -2.424
C34 2.267 -5.157 0.000
N3 -1.578 -6.834 1.572
C35 1.676 -4.349 -0.959
H29 0.408 -3.926 -4.224
H30 3.662 -1.276 -3.396
C36 -2.815 4.198 0.111
C37 -3.402 6.500 -0.749
H31 -0.667 1.581 -2.993
C38 -2.570 -1.942 -3.771
C39 2.890 3.468 0.378
C40 1.223 1.478 -4.001
C41 0.414 1.602 -2.891
C42 -2.524 5.269 -0.721
C43 -2.032 3.048 0.202
C44 -3.311 -2.727 -2.893
F13 -3.503 -0.237 1.230

Values from the calculation:
HOMO-LUMO gap = 6.13 eV
multiplicity = 1
net charge = -2
energy relative to the best compared isomer or geometry (same formula, charge and spin) = 0.000 eV
E_LUMO = 0.1486 hartree
HOMO = -2.1 eV


# 3
# C37H48Cl2GeMnP2S

A molecular structure, C37H48Cl2GeMnP2S at a distorted geometry (ωB97M-V/def2-TZVPD, OMol25).

Geometry (Å):
H1 4.070 -0.817 4.729
C1 3.919 -1.864 4.449
H2 4.491 -2.060 3.538
H3 -0.960 0.547 -5.701
C2 -0.072 -2.948 -0.215
H4 -2.058 2.330 3.172
H5 -3.817 2.122 -3.734
C3 1.889 -4.036 3.375
C4 1.108 -2.225 5.868
C5 3.021 1.630 -1.004
C6 -5.784 -0.499 3.970
H6 0.775 0.836 -5.836
H7 0.660 -3.069 -1.014
H8 -0.086 -1.547 -4.452
C7 -1.487 -4.018 1.430
H9 0.572 -1.393 -2.824
P1 -1.149 0.744 -2.450
H10 0.060 -2.512 5.739
H11 -2.505 0.072 4.612
H12 1.992 -0.755 2.138
H13 1.137 -1.224 6.306
C8 1.219 -1.028 2.865
H14 2.287 0.618 4.665
H15 -0.280 2.114 -5.237
H16 2.457 -4.081 2.441
H17 -1.960 -1.437 -2.448
C9 -0.111 1.036 -5.219
H18 -3.633 -1.627 -4.275
H19 -4.301 -1.199 -1.920
C10 0.849 2.179 4.868
C11 -2.850 2.550 -4.014
C12 -3.408 -0.083 4.033
H20 1.448 2.740 5.574
H21 -4.300 0.513 -2.373
C13 -0.504 -1.665 0.149
C14 1.311 0.981 4.358
H22 2.271 -4.803 4.057
H23 4.678 0.783 -2.053
H24 -1.792 3.007 -0.751
H25 -4.499 -0.267 0.846
C15 0.580 -0.949 -3.821
P2 -1.770 0.116 1.640
H26 -3.021 3.609 -4.245
H27 -0.201 -5.080 0.080
C16 -2.451 3.093 -1.609
Ge1 2.028 -2.251 4.150
C17 2.364 2.735 -0.426
C18 -5.734 -0.489 2.581
C19 4.925 2.896 -1.708
H28 -2.636 -2.680 2.666
Cl1 2.456 5.404 0.149
H29 -3.410 2.629 -1.350
Cl2 2.225 0.077 -0.919
C20 -4.527 -0.271 1.929
C21 -1.928 -2.763 1.848
H30 0.843 -4.255 3.141
H31 5.891 2.960 -2.196
C22 -2.448 -0.542 -2.843
C23 0.586 0.226 3.425
Mn1 -0.130 0.397 -0.372
H32 -3.309 0.031 -4.778
H33 -2.042 -1.199 -4.895
H34 4.843 4.982 -1.190
C24 -1.851 2.431 -2.856
C25 -3.340 -0.067 2.641
C26 -0.660 0.707 3.006
S1 0.819 2.643 0.355
H35 1.583 -2.930 6.558
H36 -4.643 -0.303 5.777
H37 -0.949 2.992 -3.120
C27 4.342 4.021 -1.148
C28 -2.871 -0.838 -4.284
H38 -6.724 -0.668 4.484
H39 -1.862 -4.917 1.908
H40 -0.760 3.609 4.814
C29 -3.682 -0.296 -1.969
C30 4.253 1.687 -1.631
H41 -3.385 -0.022 -0.962
C31 -0.383 2.662 4.448
H42 1.594 -1.043 -4.224
H43 4.310 -2.498 5.251
C32 3.106 3.935 -0.527
H44 -2.629 4.158 -1.796
C33 0.133 0.520 -3.797
H45 -6.640 -0.646 2.005
C34 -4.617 -0.295 4.692
H46 0.499 -1.627 2.320
C35 -1.109 1.934 3.523
H47 0.957 1.111 -3.389
C36 -1.429 -1.625 1.217
H48 -2.517 2.062 -4.928
C37 -0.553 -4.105 0.403

Values from the calculation:
expectation value of S² = 6.1188
HOMO-LUMO gap (alpha / beta) = 5.92 / 4.58 eV
multiplicity = 5
net charge = -1
E_LUMO (alpha / beta) = 0.0973 / 0.0973 hartree
HOMO (alpha / beta) = -3.3 / -1.9 eV


# 4
# C30H43Cl3GdN5O3Si

A molecular structure, C30H43Cl3GdN5O3Si at a distorted geometry (ωB97M-V/def2-TZVPD, OMol25).

Geometry (Å):
C1 -1.177 -1.819 2.517
Cl1 1.351 0.531 2.128
C2 -1.273 -0.220 -2.839
C3 -3.766 3.512 2.445
H1 0.800 0.987 -4.793
C4 -3.029 3.329 0.063
H2 3.317 -0.746 -1.560
Cl2 4.128 -5.968 -0.933
C5 4.081 -0.024 -1.898
N1 -1.967 -2.476 3.348
H3 1.947 -5.517 2.454
C6 2.126 5.454 -0.939
H4 -3.634 -1.880 2.263
C7 2.710 -5.337 1.687
C8 -5.723 4.744 3.123
H5 4.939 0.444 -4.411
H6 0.960 -6.250 -1.133
H7 -3.727 4.035 -0.327
H8 -0.986 1.068 -4.914
H9 0.292 2.641 -2.878
H10 0.704 -2.159 -4.445
C9 -0.123 0.391 -4.870
H11 2.550 -8.609 2.113
C10 -2.104 2.543 -0.572
H12 3.371 3.845 -0.166
H13 -5.055 4.581 1.071
C11 -3.412 -2.486 3.142
H14 4.725 0.191 -1.025
C12 2.334 1.669 -1.356
O1 1.298 0.763 -1.409
H15 3.694 -5.230 2.167
C13 1.226 -7.116 -0.513
O2 -1.382 -0.740 -1.697
N2 -2.941 3.019 1.424
H16 -0.068 -0.214 -5.785
H17 2.985 2.764 -3.750
C14 -5.467 4.377 4.454
H18 -0.094 -1.825 2.757
H19 -1.890 2.500 -1.627
Gd1 0.154 -0.460 0.086
Si1 2.777 -6.740 0.462
H20 4.683 -0.497 -2.680
H21 1.393 -7.982 -1.170
C15 -6.351 4.806 5.497
H22 1.695 -1.095 -3.417
C16 -1.462 -3.290 4.452
Cl3 1.328 -2.719 -0.181
H23 -2.634 2.529 4.012
H24 -2.031 0.494 -3.208
C17 3.553 1.853 -3.540
H25 -3.905 -2.093 4.037
N3 -0.288 -0.471 -3.705
H26 -3.751 -3.519 3.012
C18 -4.862 4.313 2.109
C19 -4.352 3.588 4.780
N4 -1.449 1.753 0.366
N5 -7.074 5.152 6.349
H27 0.713 6.822 -1.824
H28 -6.590 5.359 2.874
C20 -1.961 2.065 1.561
C21 3.387 1.221 -2.362
C22 -3.498 3.147 3.770
H29 2.663 6.228 -0.401
H30 -0.464 5.007 -3.078
H31 0.462 -2.143 -2.650
C23 0.381 4.771 -2.442
H32 -1.876 -2.955 5.405
H33 -1.773 -4.332 4.341
H34 -4.144 3.309 5.815
C24 0.793 3.441 -2.328
C25 4.474 1.412 -4.628
C26 1.862 3.119 -1.497
H35 3.927 1.309 -5.575
H36 0.386 -7.345 0.157
H37 2.799 1.553 -0.363
C27 2.527 4.128 -0.797
O3 -1.592 -1.195 1.494
C28 1.041 5.784 -1.747
H38 -0.373 -3.238 4.490
H39 -1.687 1.647 2.514
H40 4.268 -8.210 1.866
C29 0.695 -1.538 -3.536
H41 3.384 -9.179 0.646
H42 5.272 2.143 -4.823
C30 3.304 -8.341 1.354
H43 2.475 -4.384 1.187

Values from the calculation:
expectation value of S² = 15.8779
HOMO-LUMO gap (alpha / beta) = 7.71 / 7.83 eV
multiplicity = 8
net charge = 0
energy relative to the best compared isomer or geometry (same formula, charge and spin) = 0.338 eV
E_LUMO (alpha / beta) = -0.0172 / -0.0136 hartree
HOMO (alpha / beta) = -8.2 / -8.2 eV


# 5
# C52H58F6N4

10 unconnected molecules or ions with the total composition C52H58F6N4 at a distorted geometry (ωB97M-V/def2-TZVPD, OMol25).

Geometry (Å):
N1 -5.991 3.808 1.680
H1 -3.358 5.477 2.999
C1 -0.247 1.695 4.256
C2 0.699 -3.842 -5.839
C3 -4.839 1.685 -0.759
C4 1.754 -2.793 -3.973
H2 -2.809 7.101 2.815
H3 -2.243 -3.820 0.057
H4 -5.710 -2.219 -2.159
H5 -1.002 5.449 2.621
C5 1.641 -3.899 -4.824
H6 -4.358 -7.589 -0.596
C6 5.346 -0.856 0.993
H7 -1.206 1.849 0.397
C7 -5.373 0.440 -4.176
H8 2.270 -4.777 -4.643
C8 3.344 -5.368 1.028
F1 0.039 -4.870 0.366
C9 -2.262 -7.650 -0.191
H9 0.875 -0.846 -3.300
H10 -0.787 -1.741 4.156
C10 3.961 6.381 0.141
H11 1.985 -1.898 -0.215
C11 -2.990 6.160 2.266
C12 -0.527 1.020 0.304
F2 1.209 2.325 1.195
F3 5.911 -1.845 0.279
H12 -0.469 -2.287 -0.737
H13 -0.102 5.560 0.325
H14 0.597 -4.633 -6.605
C13 -1.369 2.068 3.459
H15 2.259 -5.448 -0.860
N2 -2.641 6.028 -1.452
H16 6.403 -4.608 -1.254
H17 -3.775 6.235 1.531
F4 -0.901 -0.659 -5.096
H18 5.008 4.695 0.858
H19 -0.175 -7.561 0.150
C14 5.671 -4.989 0.791
H20 -7.020 -0.809 -3.555
H21 4.850 -2.307 2.415
H22 3.489 4.116 2.860
C15 5.560 -4.867 -0.616
H23 3.709 1.798 3.207
H24 -4.455 -5.000 -0.475
C16 -3.807 -1.285 -2.637
H25 4.818 6.855 -0.391
H26 -3.938 2.701 -2.408
H27 -4.162 3.773 -0.992
C17 4.471 5.500 1.312
C18 1.236 -1.142 -0.041
C19 4.301 -4.967 -1.119
C20 -5.483 2.858 1.285
N3 -2.258 2.405 2.794
C21 -2.330 -4.886 -0.066
C22 -0.951 -0.208 -0.193
C23 -4.925 1.604 0.803
C24 1.668 0.080 0.455
C25 -0.661 -0.750 3.695
H28 -2.148 -0.145 -3.273
C26 4.241 1.022 2.680
H29 2.691 0.189 0.715
H30 -0.236 2.487 4.986
C27 4.739 -1.256 2.165
C28 0.924 -1.693 -3.988
H31 5.161 6.063 1.922
C29 3.069 7.427 0.536
N4 2.309 8.266 0.778
C30 -0.165 -2.726 -5.891
H32 -3.925 1.432 1.261
C31 -1.725 5.475 1.771
C32 -0.355 0.245 4.833
C33 -1.882 6.147 -0.594
C34 -3.484 -6.979 -0.384
H33 -2.172 -8.735 -0.245
H34 2.475 -5.619 1.646
H35 -1.000 0.242 5.721
C35 -5.179 -1.448 -2.655
C36 -1.115 -5.563 0.118
H36 -5.977 1.065 -4.842
H37 -1.601 -0.439 3.213
H38 6.640 -4.756 1.250
H39 -1.917 4.421 1.523
F5 4.140 -4.826 -2.442
H40 -4.566 0.644 -1.129
H41 3.430 5.812 -0.657
C37 5.406 0.453 0.593
H42 0.696 1.664 3.729
C38 3.183 -5.231 -0.345
C39 -5.953 -0.610 -3.448
H43 5.842 0.717 -0.374
H44 4.733 -5.593 2.674
H45 -3.464 1.329 -4.709
C40 -0.098 -1.336 -0.364
H46 -0.664 7.174 0.790
H47 -5.563 0.765 1.130
C41 -3.202 -0.277 -3.349
H48 0.096 -0.796 2.925
H49 -1.966 -0.261 -0.553
H50 2.524 4.627 1.498
C42 4.600 -5.351 1.618
H51 -2.849 2.567 -0.900
C43 0.782 1.117 0.681
C44 -0.991 6.162 0.579
C45 -1.043 -6.943 0.031
C46 4.899 1.386 1.510
H52 2.917 5.821 2.782
H53 3.622 -0.636 3.911
C47 3.301 4.958 2.194
C48 -0.041 -1.699 -5.005
H54 -5.845 1.882 -1.135
H55 0.645 -0.069 5.235
F6 -3.040 -2.124 -1.917
C49 -3.497 -5.576 -0.312
H56 2.511 -2.739 -3.202
C50 4.155 -0.324 3.025
C51 -3.898 2.723 -1.287
H57 5.000 2.431 1.254
H58 -1.113 -2.755 -6.430
C52 -4.007 0.543 -4.166

Values from the calculation:
SMILES string = Fc1ccccc1.Fc1ccccc1.Fc1ccccc1.Fc1ccccc1.Fc1ccccc1.Fc1ccccc1.CCCC#N.CCCC#N.CCCC#N.CCCC#N
HOMO-LUMO gap = 9.65 eV
multiplicity = 1
net charge = 0
energy relative to the best compared isomer or geometry (same formula, charge and spin) = 0.096 eV
E_LUMO = 0.0128 hartree
HOMO = -9.3 eV


# 6
# C15H28Br2F3O4P

A molecular structure, C15H28Br2F3O4P at a distorted geometry (ωB97M-V/def2-TZVPD, OMol25).

Geometry (Å):
C1 0.244 -0.687 4.940
H1 -0.086 -1.125 5.885
H2 0.078 -2.437 -1.822
C2 0.540 2.536 -0.883
C3 1.873 -0.270 -1.837
H3 -5.408 1.459 -1.943
Br1 -1.345 6.586 -0.913
F1 1.462 5.727 -0.793
C4 1.017 1.422 0.221
H4 -1.749 0.738 -2.329
H5 1.238 -4.162 0.382
H6 2.132 1.690 0.523
H7 1.825 -2.816 3.901
H8 3.028 -3.199 -1.704
P1 0.753 -0.399 -0.297
H9 3.736 -1.258 -0.951
F2 0.078 4.774 -2.589
C5 -3.536 -0.240 -1.308
H10 1.302 -0.417 4.994
C6 1.679 -3.251 -0.251
C7 0.023 -1.665 3.817
H11 -3.760 0.648 -0.543
H12 0.490 -3.588 3.017
C8 3.484 -0.185 -1.395
F3 -0.039 4.097 1.161
H13 -3.704 -1.233 -0.677
H14 0.386 1.574 1.224
H15 4.196 0.008 -2.309
H16 -0.340 0.220 4.751
H17 -1.453 0.937 0.237
C9 0.126 5.192 -1.143
H18 0.438 -3.524 4.792
H19 1.608 0.598 -2.581
H20 -1.645 -1.186 -2.286
O1 2.325 -3.861 -1.430
C10 -4.500 -0.206 -2.636
H21 1.801 -1.274 -2.479
H22 -1.672 -0.919 0.481
H23 1.408 -0.779 0.963
Br2 -2.297 3.662 -0.479
O2 -4.654 -1.255 -3.467
C11 0.398 -2.270 -0.688
H24 2.427 -2.700 0.477
H25 1.527 2.961 -1.403
H26 -0.060 2.007 -1.758
O3 -5.248 1.071 -2.872
C12 -0.275 3.820 -0.274
C13 -1.905 -0.221 -1.677
H27 -0.521 -2.691 -0.054
C14 0.745 -2.984 3.894
H28 3.684 0.591 -0.543
C15 -1.133 -0.118 -0.221
O4 -0.720 -1.398 2.874

Values from the calculation:
HOMO-LUMO gap = 8.04 eV
multiplicity = 1
net charge = 0
energy relative to the best compared isomer or geometry (same formula, charge and spin) = 4.212 eV
E_LUMO = -0.0123 hartree
HOMO = -8.4 eV


What did the sixth record say?
# C15H28Br2F3O4P

A molecular structure, C15H28Br2F3O4P at a distorted geometry (ωB97M-V/def2-TZVPD, OMol25).

Geometry (Å):
C1 0.244 -0.687 4.940
H1 -0.086 -1.125 5.885
H2 0.078 -2.437 -1.822
C2 0.540 2.536 -0.883
C3 1.873 -0.270 -1.837
H3 -5.408 1.459 -1.943
Br1 -1.345 6.586 -0.913
F1 1.462 5.727 -0.793
C4 1.017 1.422 0.221
H4 -1.749 0.738 -2.329
H5 1.238 -4.162 0.382
H6 2.132 1.690 0.523
H7 1.825 -2.816 3.901
H8 3.028 -3.199 -1.704
P1 0.753 -0.399 -0.297
H9 3.736 -1.258 -0.951
F2 0.078 4.774 -2.589
C5 -3.536 -0.240 -1.308
H10 1.302 -0.417 4.994
C6 1.679 -3.251 -0.251
C7 0.023 -1.665 3.817
H11 -3.760 0.648 -0.543
H12 0.490 -3.588 3.017
C8 3.484 -0.185 -1.395
F3 -0.039 4.097 1.161
H13 -3.704 -1.233 -0.677
H14 0.386 1.574 1.224
H15 4.196 0.008 -2.309
H16 -0.340 0.220 4.751
H17 -1.453 0.937 0.237
C9 0.126 5.192 -1.143
H18 0.438 -3.524 4.792
H19 1.608 0.598 -2.581
H20 -1.645 -1.186 -2.286
O1 2.325 -3.861 -1.430
C10 -4.500 -0.206 -2.636
H21 1.801 -1.274 -2.479
H22 -1.672 -0.919 0.481
H23 1.408 -0.779 0.963
Br2 -2.297 3.662 -0.479
O2 -4.654 -1.255 -3.467
C11 0.398 -2.270 -0.688
H24 2.427 -2.700 0.477
H25 1.527 2.961 -1.403
H26 -0.060 2.007 -1.758
O3 -5.248 1.071 -2.872
C12 -0.275 3.820 -0.274
C13 -1.905 -0.221 -1.677
H27 -0.521 -2.691 -0.054
C14 0.745 -2.984 3.894
H28 3.684 0.591 -0.543
C15 -1.133 -0.118 -0.221
O4 -0.720 -1.398 2.874

Values from the calculation:
HOMO-LUMO gap = 8.04 eV
multiplicity = 1
net charge = 0
energy relative to the best compared isomer or geometry (same formula, charge and spin) = 4.212 eV
E_LUMO = -0.0123 hartree
HOMO = -8.4 eV


Question: What is the net charge in the second record?
Answer: -2


Question: The highest multiplicity belongs to which entry?
Answer: C30H43Cl3GdN5O3Si